# 1
Molecular formula: C9H48N3O21
Method: DFT, ωB97M-V with the def2-TZVPD basis set

The geometry in ORCA input format:
```
! wB97M-V def2-TZVPD RIJCOSX def2/J DEFGRID3
* xyz -1 1
C 1.5216 1.5470 0.5914
C 1.8446 0.2508 1.4705
O 3.2500 -0.1229 1.2422
C 0.8521 -0.9974 1.3097
N -0.2743 -0.8930 0.4028
C -1.3952 -0.0396 0.7585
C -2.8705 -0.6861 0.5747
O -3.5447 -0.7307 1.8764
C -3.7931 0.2066 -0.3959
N -3.2209 0.4566 -1.7503
C -0.1509 -1.3648 -0.9622
C 1.0033 -0.7451 -1.8792
O 2.3672 -1.0654 -1.4541
N 3.1453 -0.6282 -2.4932
O 4.1448 -0.1620 -2.0092
C -0.0009 -2.9930 -1.0170
O 0.2972 -3.6127 -2.1007
O -0.1533 -3.7480 0.1522
H 2.5059 1.9809 0.1815
H 1.1238 2.3548 1.3204
H 0.7121 1.4218 -0.1994
H 1.8153 0.5804 2.5841
H 3.4699 -0.8362 1.8940
H 0.4565 -1.2525 2.3712
H 1.5020 -1.9130 1.0213
H -1.4024 0.9737 0.2133
H -1.3152 0.2130 1.8872
H -2.7602 -1.7391 0.1410
H -3.9082 -1.6377 1.9963
H -4.7859 -0.3688 -0.5617
H -4.0760 1.1906 0.1231
H -2.3520 1.0119 -1.7130
H -3.0380 -0.4225 -2.2589
H -1.1478 -1.1571 -1.5156
H 0.8797 -1.2320 -2.9253
H 0.8950 0.3902 -2.0808
O 2.3846 -3.0983 -4.2358
H 1.5222 -3.1292 -3.7966
H 2.3962 -3.8948 -4.7800
O 3.7009 -2.4158 3.2564
H 3.2420 -3.1478 3.6868
H 4.5986 -2.4626 3.6077
O -1.7866 -6.2278 1.3476
H -1.3179 -5.5902 0.7869
H -1.3738 -7.0724 1.1337
O -5.7214 0.7250 3.5058
H -5.9964 1.4587 2.9414
H -5.1032 0.2246 2.9532
O 5.3359 1.5735 -4.2725
H 4.8579 1.3814 -5.0888
H 5.1156 0.8304 -3.6918
O 1.3999 4.3190 -0.2473
H 0.7584 5.0263 -0.1117
H 2.2536 4.7511 -0.1219
O 6.2574 3.7095 -6.4471
H 5.7823 3.5207 -7.2653
H 6.0344 2.9666 -5.8694
O -1.0845 4.5466 1.4376
H -1.5880 3.8232 1.8338
H -1.0284 5.2042 2.1414
O 4.9768 -2.4070 -0.2788
H 4.7039 -1.6706 -0.8463
H 5.5842 -2.9148 -0.8306
O -4.0843 3.1767 2.4163
H -4.8288 3.7044 2.7310
H -4.2420 2.2996 2.7925
O 4.8718 -4.8943 -4.8365
H 4.4489 -5.3943 -5.5447
H 4.2192 -4.2180 -4.6059
O -8.1415 2.1023 4.7015
H -8.4609 1.9497 3.8038
H -7.3742 1.5177 4.7793
O 3.1471 -5.2489 -2.2936
H 2.5082 -4.5339 -2.1530
H 4.0035 -4.8263 -2.1592
O 2.5123 6.9294 0.7391
H 1.8706 7.6374 0.8744
H 3.3666 7.3611 0.8642
O -10.4002 3.0142 7.0524
H -9.8139 2.7829 6.3180
H -11.1418 2.4042 6.9598
*
```

- Highest occupied orbital energy: -0.188 hartree
- Lowest unoccupied orbital energy: 1.65 eV
- Calculated total energy: -2115.89028 Eh
- Gap between HOMO and LUMO: 6.758 eV

So, what does the Löwdin scheme give us? The charges, in e, come out as:
1. C -0.063
2. C -0.341
3. O -0.114
4. C -0.133
5. N -0.170
6. C -0.127
7. C -0.283
8. O -0.103
9. C -0.232
10. N -0.026
11. C -0.177
12. C -0.120
13. O -0.089
14. N 0.007
15. O 0.017
16. C -0.462
17. O -0.093
18. O -0.168
19. H 0.092
20. H 0.076
21. H 0.052
22. H 0.132
23. H 0.052
24. H 0.136
25. H 0.142
26. H 0.109
27. H 0.146
28. H 0.158
29. H 0.111
30. H 0.122
31. H 0.115
32. H 0.060
33. H 0.066
34. H 0.140
35. H 0.122
36. H 0.131
37. O -0.078
38. H 0.005
39. H 0.031
40. O -0.043
41. H 0.050
42. H 0.047
43. O -0.089
44. H -0.002
45. H 0.021
46. O -0.056
47. H 0.028
48. H 0.015
49. O -0.061
50. H 0.036
51. H 0.005
52. O -0.078
53. H 0.011
54. H 0.020
55. O -0.061
56. H 0.030
57. H -0.003
58. O -0.055
59. H 0.020
60. H 0.038
61. O -0.058
62. H -0.020
63. H 0.030
64. O -0.050
65. H 0.043
66. H 0.008
67. O -0.063
68. H 0.035
69. H -0.007
70. O -0.053
71. H 0.040
72. H 0.019
73. O -0.069
74. H 0.008
75. H 0.018
76. O -0.048
77. H 0.042
78. H 0.044
79. O -0.069
80. H 0.002
81. H 0.030


# 2
Molecular formula: C3H4N2O
Method: DFT, ωB97M-V with the def2-TZVPD basis set

The geometry in ORCA input format:
```
! wB97M-V def2-TZVPD RIJCOSX def2/J DEFGRID3
* xyz 0 1
N 1.4614 0.6358 0.0165
C 1.3136 -0.5836 0.2645
O 0.0779 -1.1889 0.1073
C -0.8151 -0.7024 -0.7468
C -2.0050 0.5534 0.2073
N -3.0848 0.4668 0.6325
H 2.4171 0.9323 0.1982
H 2.0290 -1.3094 0.6469
H -0.2921 0.0143 -1.4077
H -1.1019 1.1816 0.0812
*
```

- Energy relative to the best compared isomer or geometry (same formula, charge and spin): 130.1 kcal/mol
- Highest occupied orbital energy (alpha / beta): -0.327 / -0.327 hartree
- Lowest unoccupied orbital energy (alpha / beta): -0.70 / -0.70 eV
- Calculated total energy: -301.27991 Eh
- Gap between HOMO and LUMO (alpha / beta): 8.198 / 8.198 eV

So, what does the Löwdin scheme give us? The charges, in e, come out as:
1. N 0.139
2. C -0.257
3. O -0.098
4. C 0.003
5. C -0.233
6. N 0.107
7. H 0.072
8. H 0.138
9. H 0.040
10. H 0.090


# 3
Molecular formula: C4H7FN2S
Method: DFT, ωB97M-V with the def2-TZVPD basis set

The geometry in ORCA input format:
```
! wB97M-V def2-TZVPD RIJCOSX def2/J DEFGRID3
* xyz 0 1
N 1.9842 -0.6180 -0.9259
C 1.4289 0.5712 -0.7136
N 2.1538 1.6623 -1.0555
C 0.1441 0.7270 -0.1449
C -0.6764 -0.2846 0.3317
S -0.4207 -1.9547 0.3527
C -1.9920 0.1430 0.9229
F -2.1752 1.5296 0.8960
H 2.9588 -0.7074 -1.1443
H 1.4734 -1.4151 -0.5961
H 2.8853 1.5667 -1.7349
H 1.7039 2.5533 -1.0142
H -0.2272 1.7497 -0.0519
H -2.0535 -0.1725 1.9641
H -2.8273 -0.3157 0.3630
*
```

- Energy relative to the best compared isomer or geometry (same formula, charge and spin): 0.0 kcal/mol
- Highest occupied orbital energy: -0.289 hartree
- Lowest unoccupied orbital energy: 0.43 eV
- Structure (SMILES): NC(N)=CC(=S)CF
- Calculated total energy: -764.18517 Eh
- Gap between HOMO and LUMO: 8.289 eV

So, what does the Löwdin scheme give us? The charges, in e, come out as:
1. N 0.159
2. C -0.407
3. N 0.147
4. C -0.095
5. C -0.736
6. S 0.620
7. C -0.244
8. F -0.079
9. H 0.115
10. H -0.032
11. H 0.106
12. H 0.104
13. H 0.106
14. H 0.113
15. H 0.121


Which of these has the lowest calculated total energy? C9H48N3O21


Repeat the third record exactly.
Molecular formula: C4H7FN2S
Method: DFT, ωB97M-V with the def2-TZVPD basis set

The geometry in ORCA input format:
```
! wB97M-V def2-TZVPD RIJCOSX def2/J DEFGRID3
* xyz 0 1
N 1.9842 -0.6180 -0.9259
C 1.4289 0.5712 -0.7136
N 2.1538 1.6623 -1.0555
C 0.1441 0.7270 -0.1449
C -0.6764 -0.2846 0.3317
S -0.4207 -1.9547 0.3527
C -1.9920 0.1430 0.9229
F -2.1752 1.5296 0.8960
H 2.9588 -0.7074 -1.1443
H 1.4734 -1.4151 -0.5961
H 2.8853 1.5667 -1.7349
H 1.7039 2.5533 -1.0142
H -0.2272 1.7497 -0.0519
H -2.0535 -0.1725 1.9641
H -2.8273 -0.3157 0.3630
*
```

- Energy relative to the best compared isomer or geometry (same formula, charge and spin): 0.0 kcal/mol
- Highest occupied orbital energy: -0.289 hartree
- Lowest unoccupied orbital energy: 0.43 eV
- Structure (SMILES): NC(N)=CC(=S)CF
- Calculated total energy: -764.18517 Eh
- Gap between HOMO and LUMO: 8.289 eV

So, what does the Löwdin scheme give us? The charges, in e, come out as:
1. N 0.159
2. C -0.407
3. N 0.147
4. C -0.095
5. C -0.736
6. S 0.620
7. C -0.244
8. F -0.079
9. H 0.115
10. H -0.032
11. H 0.106
12. H 0.104
13. H 0.106
14. H 0.113
15. H 0.121


What is the formula in the third record? C4H7FN2S


Which formula does entry 2 have? C3H4N2O